ORCA calculation (the ωB97M-V functional and the def2-TZVPD basis) on a 12-piece molecular cluster, C35H49N11O10S overall in a non-equilibrium geometry.

Cartesian coordinates (Å):
S -30.523 -38.001 -15.283
O -36.122 -34.636 -13.566
O -30.422 -38.028 -9.691
O -36.278 -36.863 -13.058
O -28.456 -37.328 -9.492
O -29.334 -37.273 -15.535
O -29.190 -38.458 -20.889
O -31.486 -37.965 -16.327
O -31.153 -37.443 -14.092
O -30.263 -39.427 -14.959
O -28.206 -40.212 -20.070
N -29.398 -37.567 -10.204
N -26.923 -37.431 -14.605
N -29.016 -41.287 -16.336
N -30.571 -35.276 -12.833
N -35.728 -35.814 -13.619
N -32.985 -38.450 -12.515
N -32.859 -40.189 -17.086
N -28.973 -39.196 -19.965
N -32.743 -36.157 -17.764
N -28.622 -35.039 -16.668
N -30.085 -40.890 -12.823
C -26.043 -36.413 -14.737
C -32.314 -34.934 -18.108
C -34.097 -41.775 -18.424
C -34.444 -36.047 -14.503
C -29.339 -33.479 -12.072
C -29.226 -42.561 -11.555
C -29.333 -34.754 -12.837
C -29.649 -38.887 -18.760
C -27.619 -41.645 -16.092
C -34.748 -39.790 -12.037
C -24.806 -36.669 -13.882
C -27.534 -34.778 -17.624
C -33.784 -39.389 -13.138
C -33.972 -36.489 -18.327
C -33.304 -38.145 -11.199
C -29.034 -41.749 -12.822
C -33.023 -41.303 -16.313
C -27.302 -42.766 -17.132
C -28.527 -42.869 -17.959
C -28.683 -32.694 -17.167
C -31.402 -34.607 -11.869
C -26.438 -38.385 -13.720
C -29.322 -33.805 -16.328
C -29.143 -37.904 -11.610
C -34.455 -38.975 -10.792
C -25.024 -38.011 -13.196
C -30.178 -41.888 -10.754
C -29.650 -41.901 -17.414
C -30.801 -40.876 -11.699
C -34.373 -35.281 -19.203
C -27.575 -33.287 -17.871
C -33.801 -42.404 -17.143
C -33.259 -40.421 -18.449
C -33.308 -34.217 -18.991
C -30.682 -33.431 -11.457
H -34.358 -37.492 -18.159
H -34.758 -36.911 -14.976
H -32.877 -37.528 -10.685
H -30.783 -41.764 -17.917
H -27.983 -37.215 -14.915
H -31.365 -40.095 -11.502
H -33.683 -35.952 -13.886
H -30.493 -39.585 -18.919
H -23.883 -36.306 -13.770
H -32.339 -37.045 -17.319
H -33.438 -39.921 -13.882
H -26.214 -35.635 -15.418
H -28.888 -31.636 -17.172
H -28.487 -37.207 -11.938
H -30.622 -42.157 -9.729
H -33.257 -39.514 -19.039
H -32.159 -39.458 -16.993
H -32.283 -34.764 -11.532
H -30.915 -36.218 -13.214
H -26.966 -35.517 -18.018
H -35.116 -38.864 -9.801
H -30.210 -40.408 -13.636
H -28.510 -35.065 -13.486
H -27.105 -39.114 -13.581
H -29.455 -40.680 -15.670
H -32.824 -41.295 -15.241
H -30.736 -32.587 -10.867
H -29.910 -37.734 -18.649
H -35.289 -35.322 -19.751
H -29.046 -39.236 -17.926
H -34.704 -42.275 -19.176
H -24.504 -38.698 -12.649
H -27.068 -41.097 -15.299
H -28.654 -39.071 -11.677
H -28.949 -36.011 -16.146
H -26.896 -32.582 -18.624
H -31.197 -34.877 -17.766
H -26.269 -43.158 -17.137
H -34.430 -35.166 -15.214
H -30.059 -33.762 -15.617
H -30.067 -37.789 -12.310
H -28.578 -32.679 -11.977
H -28.895 -43.594 -11.330
H -32.066 -38.148 -12.993
H -33.225 -33.224 -18.999
H -34.144 -43.369 -16.620
H -28.326 -42.050 -13.644
H -35.307 -40.699 -12.116
H -28.761 -43.641 -18.849

Its HOMO energy is -3.46 eV. The net charge is -2. The total energy comes out at -84767.697 eV. For the LUMO energy, the calculation gives 4.0 eV. The relative energy (zero: lowest compared OMol25 entry of this formula, charge and spin) is 66.1 kcal per mole.

These are the Mulliken partial charges, in e, on atoms 1 to 8: -0.226 -0.572 -0.598 -0.502 -0.671 -0.813 -0.617 -0.380

ORCA calculation (the ωB97M-V functional and the def2-TZVPD basis) on the molecule C3H7FIN in a non-equilibrium geometry.

Cartesian coordinates (Å):
I -2.927 -0.239 -0.125
F -0.650 1.882 1.178
N -0.890 0.177 -0.416
C 0.014 -0.774 0.410
C 1.308 -1.078 -0.339
C -0.584 1.559 -0.154
H 2.076 -0.252 -0.150
H -1.216 2.273 -0.717
H 0.374 1.665 -0.530
H 0.240 -0.312 1.422
H 1.188 -1.197 -1.375
H 1.728 -2.031 0.056
H -0.662 -1.671 0.740

Its HOMO energy is -9.01 eV. The total energy comes out at -15531.390 eV. For the LUMO energy, the calculation gives -0.1 eV. The relative energy (zero: lowest compared OMol25 entry of this formula, charge and spin) is 0.0 kcal per mole. As for the SMILES: CCN(I)CF.

These are the natural (NBO) partial charges, in e, on atoms 1 to 8: 0.245 -0.371 -0.577 -0.250 -0.631 0.175 0.208 0.172

ORCA calculation (the ωB97M-V functional and the def2-TZVPD basis) on the molecule C4H12N2O in a non-equilibrium geometry.

Cartesian coordinates (Å):
O 0.927 0.953 1.010
N 1.517 -1.450 0.341
N -0.596 -0.509 -0.015
C 1.246 0.479 -1.365
C -1.200 -0.770 1.286
C 0.626 0.099 -0.039
C -1.539 0.855 -0.738
H -1.084 0.018 2.036
H -2.275 -0.887 1.141
H 1.324 1.772 0.696
H 2.320 0.325 -1.279
H -2.486 0.340 -0.858
H 0.978 -2.312 0.332
H 1.062 1.524 -1.609
H -0.799 -1.696 1.691
H -1.192 1.153 -1.721
H -1.610 1.686 -0.034
H 0.861 -0.164 -2.151
H 1.919 -1.418 1.275

Its HOMO energy is -8.18 eV. The total energy comes out at -9367.490 eV. For the LUMO energy, the calculation gives 0.8 eV. The relative energy (zero: lowest compared OMol25 entry of this formula, charge and spin) is 85.4 kcal per mole. As for the SMILES: CN(C)[C@](C)(N)O.

These are the natural (NBO) partial charges, in e, on atoms 1 to 8: -0.730 -0.970 -0.432 -0.670 -0.429 0.633 -0.466 0.192

ORCA calculation (the ωB97M-V functional and the def2-TZVPD basis) on C3H12NO3PSi as an isolated structure in a non-equilibrium geometry.

Cartesian coordinates (Å):
P 1.962 0.425 -0.207
Si -0.926 -0.136 -0.166
O 3.226 1.097 -0.944
O 1.762 1.331 1.101
O 2.697 -0.832 0.524
N 0.825 0.170 -1.225
C -0.646 -1.525 1.105
C -2.072 -0.691 -1.578
C -1.507 1.476 0.653
H -0.725 1.898 1.275
H -1.525 -1.678 1.726
H -0.429 -2.469 0.609
H 2.946 1.431 -1.795
H -1.570 -1.405 -2.222
H 2.760 -1.563 -0.087
H 0.191 -1.293 1.758
H -1.765 2.214 -0.101
H -2.367 0.155 -2.187
H -2.386 1.309 1.272
H 2.522 1.244 1.679
H -2.971 -1.159 -1.191

Its HOMO energy is -9.23 eV. The total energy comes out at -28108.325 eV. For the LUMO energy, the calculation gives 0.6 eV. The relative energy (zero: lowest compared OMol25 entry of this formula, charge and spin) is 0.0 kcal per mole.

These are the natural (NBO) partial charges, in e, on atoms 1 to 8: 2.364 1.732 -0.994 -0.989 -1.001 -1.440 -1.131 -1.115

ORCA calculation (the ωB97M-V functional and the def2-TZVPD basis) on C51H35N9SW as an isolated structure in a non-equilibrium geometry.

Cartesian coordinates (Å):
W -0.217 -0.720 0.067
S 1.350 2.425 0.955
N -1.178 -1.520 3.423
N -0.204 -2.163 -1.513
N 0.099 -4.275 -0.282
N -1.612 -0.018 1.516
N -1.447 0.170 -1.288
N -2.859 1.629 0.132
N -0.596 -0.660 -3.438
N -0.374 -2.411 1.265
N 0.424 1.405 -0.026
C -2.879 0.202 3.376
C 5.129 3.148 -0.316
C -0.861 4.055 1.033
C 4.027 2.763 0.464
C -0.046 -3.616 3.185
C -2.094 2.254 -2.093
C 2.743 2.796 -0.086
C -0.562 -3.090 -3.575
C -0.945 2.310 -4.260
C 3.667 3.583 -2.185
C -0.148 -3.541 -1.379
C 0.599 6.421 0.754
C -2.193 1.350 -0.976
C -4.678 0.815 4.854
C -1.175 -4.705 -5.258
C -2.594 0.913 1.238
C -0.608 -5.467 -3.004
C 0.047 -3.710 0.907
C 2.997 -3.329 1.007
C 1.254 5.178 0.775
C 2.727 -2.532 2.136
C -0.953 -3.381 -4.889
C -3.521 0.070 4.615
C -0.794 6.471 0.864
C 0.441 -5.401 4.724
C -1.767 -0.485 2.811
C -1.004 -5.750 -4.320
C 0.827 -6.225 3.651
C -1.282 1.634 -3.079
C -1.422 3.613 -4.444
C -4.547 1.811 2.638
C -0.458 -1.869 -2.862
C 2.558 3.224 -1.403
C 0.758 -5.754 2.323
C 4.956 3.565 -1.647
C -0.983 0.314 -2.614
C -0.414 -4.131 -2.640
C 2.552 -0.802 -1.828
C -1.525 5.288 1.004
C 2.418 -1.473 -0.474
C 2.279 -1.231 1.979
C 0.302 -4.447 2.108
C -0.507 -2.375 2.660
C 0.519 3.990 0.874
C -5.186 1.685 3.869
C 2.072 -0.682 0.679
C -2.231 4.233 -3.474
C 2.830 -2.802 -0.284
C 0.004 -4.082 4.499
C -3.386 1.062 2.394
C -2.577 3.558 -2.305
H 1.026 -6.381 1.461
H -1.169 4.155 -5.365
H 5.826 3.861 -2.252
H -6.116 2.246 4.069
H 4.148 2.434 1.510
H -0.327 1.813 -5.018
H -1.489 -4.935 -6.277
H -4.934 2.494 1.869
H -0.289 -3.423 5.330
H 2.372 0.363 0.599
H 3.215 -4.399 1.125
H -1.410 3.130 1.214
H 0.481 -5.793 5.745
H 1.180 7.348 0.656
H -5.167 0.752 5.832
H 2.018 -0.610 2.851
H 2.398 -1.536 -2.651
H 2.344 5.134 0.715
H -2.597 5.258 -3.632
H 1.542 3.287 -1.830
H 3.007 -3.446 -1.167
H -3.118 -0.609 5.380
H 1.161 -7.254 3.855
H -3.176 4.056 -1.520
H -1.321 7.446 0.811
H 6.130 3.096 0.132
H -1.182 -6.785 -4.634
H -0.455 -6.251 -2.246
H 1.921 0.076 -1.988
H -1.094 -2.569 -5.609
H 3.584 -0.429 -1.973
H 2.742 -2.991 3.147
H -2.612 5.321 1.071
H 3.509 3.906 -3.221
H 0.106 1.947 -0.829

Its HOMO energy (alpha / beta) is -11.33 / -11.26 eV. The net charge is +2. As for the spin multiplicity: 3. The total energy comes out at -79514.070 eV. For the LUMO energy (alpha / beta), the calculation gives -7.0 / -7.0 eV. Its expectation value of S² is 2.03. The relative energy (zero: lowest compared OMol25 entry of this formula, charge and spin) is 0.0 kcal per mole.

These are the Mulliken partial charges, in e, on atoms 1 to 8: 1.622 0.268 -0.500 0.020 -0.419 0.169 -0.161 -0.352

ORCA calculation (the ωB97M-V functional and the def2-TZVPD basis) on a 2-piece molecular cluster, C2H4BrO3S overall in a non-equilibrium geometry.

Cartesian coordinates (Å):
Br -0.602 2.341 -0.769
S 1.788 -0.360 -0.499
O 2.159 -0.487 0.895
O 2.213 0.865 -1.144
O 1.838 -1.597 -1.315
C -1.263 -0.119 0.907
C -0.910 0.437 -0.456
H -2.066 0.383 1.460
H -1.476 -0.127 -1.267
H -0.301 -0.156 1.433
H -1.378 -1.179 0.753

Its HOMO energy (alpha / beta) is -3.35 / -3.90 eV. The net charge is -1. The total energy comes out at -89158.387 eV. For the LUMO energy (alpha / beta), the calculation gives 3.4 / 3.4 eV. The relative energy (zero: lowest compared OMol25 entry of this formula, charge and spin) is 37.2 kcal per mole.

These are the natural (NBO) partial charges, in e, on atoms 1 to 8: -0.028 2.256 -0.970 -0.963 -0.969 -0.710 -0.445 0.186

ORCA calculation (the ωB97M-V functional and the def2-TZVPD basis) on a 7-piece molecular cluster, C20H42Cl12NO overall in a non-equilibrium geometry.

Cartesian coordinates (Å):
Cl 2.934 -3.646 6.075
Cl -0.108 5.133 -3.965
Cl 1.692 4.266 0.135
Cl -0.459 -7.144 2.598
Cl -1.293 -1.181 -3.798
Cl 1.152 -6.101 7.655
Cl -3.265 0.038 -1.283
Cl 0.621 2.008 -9.434
Cl 1.521 -4.361 2.781
Cl -0.500 3.248 -6.451
Cl -1.027 5.655 1.675
Cl -2.827 6.522 -2.425
O -3.374 -2.039 1.395
N 0.023 1.465 1.071
C 1.575 2.877 -8.207
C 2.762 -5.485 8.104
C -0.273 0.317 2.043
C -3.799 -0.539 -2.881
C 1.017 0.890 0.045
C -0.390 -0.941 0.965
C 1.110 2.567 -6.793
C -2.246 -2.815 0.856
C 2.924 -1.392 1.538
C -0.281 6.172 0.143
C 0.342 -4.922 3.993
C -1.528 5.866 -4.751
C -2.949 -1.694 -3.387
C 0.268 -6.438 4.063
C 2.233 -1.554 0.048
C -0.782 -2.434 1.516
C 0.272 4.999 -0.651
C 2.907 -3.998 7.821
C -2.081 7.039 -3.957
C 0.818 -0.746 -0.127
H 0.423 0.178 2.979
H 0.023 -3.254 1.243
H 2.093 -3.421 8.271
H -2.862 7.543 -4.535
H 0.497 6.905 0.374
H 0.631 1.271 -1.012
H -1.062 6.676 -0.435
H -1.303 7.772 -3.726
H -0.481 4.216 -0.791
H -2.467 -3.956 1.129
H 1.801 3.009 -6.069
H 3.512 -6.073 7.566
H -4.838 -0.862 -2.770
H -1.204 6.206 -5.739
H 2.153 -2.686 -0.314
H 2.615 2.562 -8.333
H 1.515 3.947 -8.426
H -1.337 -0.599 0.338
H -0.361 -6.741 4.906
H -3.779 0.310 -3.572
H -2.281 5.083 -4.891
H 2.417 -2.119 2.314
H 0.327 -1.091 -1.134
H -3.389 -2.106 -4.301
H 1.068 1.489 -6.609
H 1.258 -6.885 4.200
H 3.002 -1.051 -0.715
H -1.403 0.572 2.330
H 2.885 -5.673 9.174
H -2.882 -2.499 -2.649
H -0.921 1.576 0.592
H 3.852 -3.632 8.232
H -2.125 -2.735 -0.323
H 4.080 -1.654 1.519
H 0.240 2.415 1.479
H 0.596 5.339 -1.639
H -0.630 -4.481 3.750
H -0.950 -2.410 2.697
H 2.153 1.088 0.284
H 0.666 -4.520 4.958
H -3.243 -1.050 1.296
H 2.718 -0.289 1.940

Its HOMO energy is -12.30 eV. The net charge is +1. The total energy comes out at -175219.659 eV. For the LUMO energy, the calculation gives -2.6 eV.

These are the Mulliken partial charges, in e, on atoms 1 to 8: -0.122 -0.179 -0.214 -0.197 -0.174 -0.169 -0.095 -0.174

ORCA calculation (the ωB97M-V functional and the def2-TZVPD basis) on a 40-piece molecular cluster, H80O40 overall in a non-equilibrium geometry.

Cartesian coordinates (Å):
O 0.041 0.689 -5.730
O -0.216 3.287 -1.456
O -4.316 0.043 -0.397
O -2.872 -4.471 1.238
O -4.370 -2.998 -0.340
O -2.657 -0.154 2.253
O 2.924 3.971 -3.375
O 4.250 0.744 -4.733
O 1.556 -2.977 0.625
O 2.033 1.870 4.260
O 2.693 1.478 1.003
O 0.042 -5.672 -0.456
O 3.946 3.579 1.501
O -2.208 5.493 -2.666
O -0.545 3.164 3.974
O -4.200 1.630 -2.532
O 1.255 0.392 -1.260
O 0.888 -4.611 2.601
O -1.184 0.687 -2.612
O -0.339 -0.193 4.214
O 2.675 -2.640 -2.275
O -1.237 -1.363 -1.296
O -2.703 -1.650 -3.756
O -1.289 5.869 1.047
O -3.330 -2.739 3.366
O -1.061 0.919 6.467
O -2.458 3.706 2.144
O -1.560 0.630 -0.003
O 5.166 2.178 -1.773
O 1.057 -2.958 4.629
O 0.659 -5.571 -2.885
O -1.074 -2.542 1.199
O 1.448 -0.746 2.489
O -4.056 3.284 0.212
O 2.989 -5.447 0.323
O 0.190 -1.103 -3.436
O -0.062 4.246 -4.948
O 5.585 -0.817 -0.473
O -0.197 1.913 1.463
O 3.101 -1.018 -0.063
H 1.857 -3.739 1.130
H 2.299 -1.059 -0.666
H 2.950 3.780 1.270
H 0.790 1.316 -1.042
H -0.714 2.615 1.951
H -1.881 -1.795 -0.689
H -3.233 0.191 1.559
H 0.458 -3.725 2.614
H 0.475 -5.199 -2.018
H 1.823 -2.833 -2.574
H -0.904 -5.499 -0.262
H 0.538 -4.916 3.473
H 3.570 1.802 0.830
H -0.357 -0.507 -2.917
H -0.609 1.695 6.567
H 2.773 1.905 4.770
H 4.188 4.458 1.747
H -1.177 1.213 -1.823
H 0.163 4.298 -1.739
H -4.924 -0.669 -0.603
H 5.408 1.294 -1.490
H -3.716 2.357 0.241
H 3.436 0.640 -5.180
H 1.326 -2.582 5.441
H 3.217 -3.214 -2.729
H 2.316 3.436 -4.010
H -3.279 3.379 1.643
H -4.973 -3.747 -0.160
H -2.011 -1.146 -4.254
H -0.625 -3.252 0.706
H 2.397 -0.428 2.377
H 0.189 -0.061 3.437
H 0.971 0.406 -5.433
H 3.774 -0.966 -0.686
H -2.668 4.687 2.427
H 1.259 1.332 4.332
H -1.478 0.847 5.629
H -1.050 3.220 -1.832
H -0.292 -2.032 1.472
H -3.859 -2.528 4.110
H -1.269 5.200 -3.151
H -4.600 2.412 -2.231
H -2.830 -3.700 1.716
H -0.979 4.905 0.967
H 0.537 -5.047 0.084
H -3.042 -2.540 -4.240
H 0.877 -2.374 3.941
H -1.284 -2.119 -1.982
H 2.305 -2.534 0.275
H 2.741 -4.560 -0.045
H 1.218 -0.263 1.559
H -0.680 4.156 3.837
H -2.479 -2.772 3.771
H 4.190 2.285 -1.914
H -0.362 0.682 -4.849
H 0.315 3.284 4.381
H -4.594 1.016 -1.901
H 2.545 0.788 0.359
H -1.957 0.171 -2.667
H 0.370 -0.035 -1.487
H -2.706 4.847 -2.091
H -1.433 6.073 0.115
H 0.904 4.364 -4.933
H 0.199 -1.973 -3.396
H -2.670 -5.241 1.811
H 4.528 0.193 -3.979
H 4.845 -0.462 -0.034
H 0.560 2.042 0.901
H 2.699 -5.515 1.245
H -0.368 3.381 -5.208
H -4.668 3.317 0.929
H -3.649 -0.279 0.219
H -3.926 -2.713 0.487
H -1.249 -0.290 3.960
H -1.050 -0.098 0.270
H -1.084 1.198 0.680
H 1.520 -5.963 -2.736
H 6.367 -1.313 0.073
H 3.807 3.621 -3.499
H -2.638 0.780 2.597

Its HOMO energy is -10.72 eV. The total energy comes out at -83191.717 eV. For the LUMO energy, the calculation gives -0.4 eV. The relative energy (zero: lowest compared OMol25 entry of this formula, charge and spin) is 325.1 kcal per mole.

These are the Mulliken partial charges, in e, on atoms 1 to 8: -0.712 -0.203 -0.646 -0.583 -0.649 -0.547 -0.637 -0.603